1.
11
Properties=species:S:1:pos:R:3:forces:R:3 method="wB97M-V/def2-TZVPD" homo_lumo_gap_ev=8.90
N -1.501 0.938 0.807 -0.076 0.154 -0.161
C -0.911 -0.230 0.453 -0.094 -0.401 -0.125
O -1.439 -1.091 -0.232 0.029 -0.036 -0.019
C 0.400 -0.443 1.145 -0.681 0.608 1.475
C 1.396 -0.339 -0.951 0.087 -0.284 -0.862
O 1.457 -0.256 0.474 0.552 -0.582 0.130
H -1.085 1.514 1.515 0.032 0.008 0.168
H -2.480 1.059 0.613 -0.031 -0.013 -0.083
H 0.948 -1.307 -1.190 0.135 0.246 -0.179
H 2.431 -0.305 -1.270 -0.035 0.159 -0.275
H 0.785 0.458 -1.364 0.081 0.142 -0.067

=====

2.
52
Properties=species:S:1:pos:R:3:forces:R:3 method="wB97M-V/def2-TZVPD" homo_lumo_gap_ev=9.48 smiles=COC[C@H](C)N.COC[C@H](C)N.O.O.O.O.O.O
C -2.261 1.184 1.526 0.519 1.169 -0.095
O -3.177 0.497 0.743 -0.601 -0.725 -0.965
C -4.436 0.537 1.307 -2.584 -0.331 0.266
C -5.675 0.357 0.361 1.655 -2.339 -0.408
C -6.920 0.209 1.234 0.248 2.475 -0.733
N -5.646 -0.967 -0.344 1.299 -0.272 -0.971
H -1.312 1.115 0.999 0.224 -0.194 0.653
H -2.287 0.925 2.580 0.517 -0.896 0.134
H -2.520 2.239 1.589 -0.094 0.516 -0.383
H -4.623 -0.278 2.045 0.669 0.425 0.056
H -4.610 1.504 1.780 0.167 0.176 0.383
H -5.608 1.095 -0.442 -0.631 0.288 0.287
H -6.873 0.907 2.069 -0.241 0.069 0.117
H -6.905 -0.768 1.602 -0.127 -1.502 0.759
H -7.845 0.361 0.678 0.120 0.012 -0.010
H -4.821 -1.108 -0.986 -1.130 0.465 1.071
H -5.631 -1.758 0.316 0.057 0.669 -0.298
C 4.216 -2.103 1.641 -1.634 -0.763 0.778
O 4.741 -1.840 0.344 -0.009 0.780 1.229
C 5.263 -0.517 0.344 2.236 -1.113 0.191
C 5.268 0.045 -1.025 -3.126 0.942 0.004
C 5.480 1.560 -0.882 1.713 -0.945 -0.467
N 3.839 -0.236 -1.539 1.764 1.778 -0.145
H 3.202 -2.544 1.465 0.572 0.430 0.295
H 4.072 -1.135 2.240 0.356 -1.591 -0.674
H 4.735 -2.913 2.242 0.082 1.216 -0.764
H 4.739 0.161 0.988 -0.694 0.156 0.470
H 6.320 -0.574 0.718 -0.637 0.233 -0.132
H 5.951 -0.502 -1.625 1.002 -0.037 -0.779
H 5.572 2.024 -1.889 -0.115 0.058 0.904
H 6.435 1.654 -0.303 -0.486 0.334 -0.747
H 4.725 1.995 -0.241 -0.443 0.128 -0.330
H 3.796 0.064 -2.522 -0.102 -0.192 0.550
H 3.822 -1.220 -1.521 -0.424 -1.551 -0.309
O 0.975 1.596 2.181 0.686 -0.786 -0.175
H 1.590 1.190 2.818 -0.418 0.370 -0.189
H 1.125 1.035 1.388 -0.240 0.299 0.333
O -1.410 -1.365 -2.445 0.042 -0.470 -0.446
H -2.025 -0.614 -2.498 0.479 0.064 -0.501
H -1.305 -1.809 -3.310 -0.393 0.680 0.711
O -0.316 -2.604 -0.334 0.220 0.097 0.896
H -0.518 -1.939 -0.995 -0.092 0.097 -1.270
H -0.943 -2.294 0.325 -0.145 -0.442 0.577
O 0.766 1.719 -1.909 0.131 0.310 -0.854
H 0.781 1.025 -1.228 0.268 -0.324 -0.357
H 1.194 1.372 -2.722 -0.451 0.089 1.104
O 1.313 -0.358 -0.122 0.362 -0.203 0.535
H 1.072 -1.290 0.048 -0.256 0.260 -0.168
H 2.266 -0.367 -0.340 -0.080 0.263 -0.309
O -2.026 1.455 -2.450 0.448 0.109 -1.066
H -2.425 1.439 -1.600 -0.691 0.063 1.313
H -1.141 1.839 -2.298 0.010 -0.344 -0.067

=====

3.
14
Properties=species:S:1:pos:R:3:forces:R:3 method="wB97M-V/def2-TZVPD" homo_lumo_gap_ev=10.75 smiles="C[C@H]1CN1.O=C=O"
C -1.376 -0.874 -0.273 0.030 0.013 0.025
C -0.533 0.301 -0.729 -0.227 0.073 -0.203
C -0.216 1.416 0.194 -0.204 0.288 0.076
N 0.832 0.508 -0.244 0.095 -0.031 -0.108
H -1.444 -0.940 0.816 0.132 0.043 -0.173
H -1.019 -1.841 -0.642 0.047 0.210 -0.023
H -2.391 -0.720 -0.659 0.159 -0.049 0.065
H -0.674 0.558 -1.776 -0.063 0.107 0.108
H -0.477 1.305 1.246 -0.046 0.065 -0.214
H -0.199 2.435 -0.182 -0.018 -0.121 0.066
H 1.461 0.939 -0.914 -0.267 -0.119 -0.096
O 3.038 -0.623 0.678 -0.577 -0.262 0.240
C 1.970 -0.973 1.010 0.230 -0.416 0.342
O 1.029 -1.493 1.476 0.707 0.198 -0.106

=====

4.
15
Properties=species:S:1:pos:R:3:forces:R:3 method="wB97M-V/def2-TZVPD" homo_lumo_gap_ev=10.48 smiles="CC(N)=O.O.O"
C 2.255 2.261 0.641 0.764 -1.217 -0.192
C 1.664 3.622 0.537 -0.909 0.058 0.659
N 2.357 4.494 -0.239 0.512 0.117 -0.773
O 0.653 3.942 1.127 -0.061 0.037 -0.047
H 1.866 1.632 1.437 -0.296 0.436 0.139
H 3.333 2.286 0.751 0.353 0.287 0.239
H 2.142 1.678 -0.273 -0.382 0.181 -0.274
H 1.877 5.288 -0.625 -0.228 0.122 0.311
H 3.017 4.088 -0.876 0.246 -0.020 -0.062
O -2.304 -5.860 -2.502 -0.046 -0.079 -0.085
H -2.690 -5.665 -1.643 0.071 0.131 0.157
H -1.536 -6.404 -2.308 0.018 0.009 0.008
O -3.468 -5.400 0.844 0.205 0.525 -0.226
H -3.022 -5.952 1.487 -0.051 -0.254 0.036
H -4.075 -5.949 0.350 -0.196 -0.333 0.109

=====

5.
18
Properties=species:S:1:pos:R:3:forces:R:3 method="wB97M-V/def2-TZVPD" homo_lumo_gap_ev=10.22 smiles=C[C@H](O)[C@@H](C)ON
C -0.453 -1.682 1.053 -0.228 -0.107 0.543
C 0.127 -1.035 -0.177 3.979 -0.539 -0.056
O 1.645 -1.437 -0.250 -1.702 -0.580 -0.268
C 0.379 0.432 -0.106 -3.970 1.204 -0.408
C 1.013 1.116 -1.297 0.076 -0.116 -0.023
O -1.156 0.882 -0.149 2.050 0.146 0.620
N -1.510 1.615 1.039 0.025 -0.081 -0.509
H 0.055 -2.620 1.290 -0.020 0.058 -0.338
H -1.517 -1.896 0.925 0.104 0.053 -0.066
H -0.360 -1.065 1.955 0.064 0.118 -0.310
H -0.359 -1.357 -1.099 0.034 0.158 0.063
H 1.905 -1.418 -1.186 -0.219 -0.030 0.430
H 0.820 0.741 0.844 -0.304 -0.106 -0.085
H 0.613 0.734 -2.240 -0.014 -0.047 0.099
H 0.794 2.187 -1.268 0.077 -0.144 0.106
H 2.098 0.979 -1.294 -0.105 0.042 0.017
H -1.656 2.565 0.696 -0.041 -0.079 0.173
H -2.440 1.259 1.262 0.192 0.050 0.012

=====

6.
9
Properties=species:S:1:pos:R:3:forces:R:3 method="wB97M-V/def2-TZVPD" homo_lumo_gap_ev=10.42
C -0.225 -0.500 -0.404 -0.203 0.638 0.125
N 0.130 -0.725 -1.674 0.789 -0.566 -1.836
O -0.276 0.834 -0.111 0.583 -0.267 1.520
O -0.534 -1.347 0.387 -0.125 -0.647 0.767
O -0.151 2.318 2.111 -0.061 0.060 -0.648
S -0.579 1.001 1.679 1.367 -1.343 0.650
H 0.634 -0.066 -2.209 0.053 1.484 0.000
H 0.441 -1.611 -2.044 -0.679 -0.545 1.017
H 0.561 0.096 2.265 -1.724 1.185 -1.594

=====

7.
76
Properties=species:S:1:pos:R:3:forces:R:3 method="wB97M-V/def2-TZVPD" homo_lumo_gap_ev=5.25 total_charge=-1
Cs 0.873 -1.124 -0.346 -0.067 -0.155 0.065
C -3.416 0.156 0.247 -0.015 0.003 -0.097
C -4.116 0.254 -0.950 -0.067 -0.098 0.004
C -4.179 -0.834 -1.812 -0.002 0.064 0.073
C -3.545 -2.020 -1.474 0.003 -0.019 -0.080
C -2.853 -2.118 -0.276 0.014 -0.012 0.154
C -2.781 -1.032 0.588 0.029 0.082 -0.037
H -3.361 1.007 0.916 0.004 0.007 0.015
H -4.619 1.178 -1.212 0.010 -0.051 0.004
H -4.720 -0.755 -2.747 0.002 0.002 0.006
H -3.584 -2.867 -2.148 -0.024 -0.002 0.015
H -2.381 -3.051 0.010 0.043 -0.014 -0.068
H -2.213 -1.110 1.510 -0.031 -0.021 0.032
O 6.775 1.237 2.030 0.047 0.024 -0.092
C 5.668 0.808 1.779 -0.099 -0.016 0.218
C 5.214 -0.614 1.899 0.054 0.067 0.077
O 5.896 -1.541 2.355 0.029 0.013 -0.062
C 3.844 -0.699 1.415 -0.156 0.033 -0.112
C 3.344 0.648 1.227 0.170 0.045 0.153
O 2.158 0.995 0.977 -0.009 -0.217 -0.115
C 4.458 1.603 1.371 0.040 -0.045 -0.065
O 4.394 2.811 1.200 0.018 0.036 0.031
O 3.195 -1.775 1.243 -0.097 0.202 -0.111
C -2.197 1.408 -4.230 -0.029 -0.026 -0.043
C -1.513 1.281 -2.892 -0.070 0.106 0.016
O -1.051 0.219 -2.534 0.151 -0.153 0.036
H -1.521 1.945 -4.901 -0.024 0.008 -0.011
H -3.108 2.005 -4.147 0.001 -0.016 0.002
H -2.417 0.424 -4.645 0.003 0.005 -0.007
O 5.012 -3.649 3.763 -0.033 -0.049 -0.034
C 4.051 -4.293 2.972 -0.009 0.014 0.082
N 3.070 -4.969 3.800 0.049 -0.059 -0.019
C 1.838 -4.534 4.148 -0.101 0.001 -0.065
O 1.009 -5.270 4.669 0.044 0.025 0.005
C 1.506 -3.101 3.857 0.040 0.064 0.046
C 2.324 -2.043 4.232 -0.010 -0.013 -0.008
C 1.893 -0.753 3.975 0.028 -0.009 0.005
C 0.690 -0.574 3.314 -0.032 0.026 0.002
N -0.105 -1.579 2.939 -0.009 -0.018 -0.068
C 0.302 -2.814 3.233 -0.011 -0.022 -0.006
H 5.355 -2.886 3.233 0.019 0.012 -0.002
H 4.516 -5.071 2.354 0.010 0.001 0.000
H 3.548 -3.580 2.316 0.023 -0.006 0.002
H 3.263 -5.914 4.093 -0.002 -0.001 0.016
H 3.286 -2.235 4.691 -0.004 0.001 0.000
H 2.503 0.102 4.231 -0.008 -0.002 0.003
H 0.357 0.425 3.055 0.017 -0.001 -0.004
H -0.357 -3.632 2.956 -0.011 0.023 -0.006
C -2.842 7.546 -1.239 0.001 -0.009 -0.029
C -2.689 6.138 -1.801 -0.026 -0.029 0.045
C -3.155 5.075 -0.813 -0.020 -0.052 -0.035
C -3.088 3.639 -1.347 -0.002 0.052 0.041
Ge -1.296 2.925 -1.746 0.129 0.100 0.058
C -0.331 2.299 -0.172 -0.064 0.054 -0.062
C -0.299 3.149 1.105 -0.013 -0.054 0.003
C 0.823 4.184 1.146 0.003 -0.012 -0.051
C 0.704 5.283 0.094 -0.018 -0.080 0.039
H -2.510 8.299 -1.955 -0.004 0.009 0.016
H -2.251 7.667 -0.329 -0.005 0.000 -0.007
H -3.885 7.757 -0.988 0.015 0.002 -0.001
H -1.643 5.963 -2.062 0.012 -0.004 -0.019
H -3.263 6.042 -2.729 0.013 0.002 -0.004
H -4.190 5.295 -0.528 0.011 0.016 0.011
H -2.565 5.160 0.104 0.012 0.001 0.026
H -3.700 3.557 -2.251 -0.011 -0.012 -0.003
H -3.520 2.952 -0.614 0.017 0.088 -0.023
H -0.527 3.895 -2.670 -0.015 -0.002 0.033
H 0.699 2.065 -0.449 -0.010 -0.049 -0.001
H -0.833 1.346 0.034 0.046 0.058 0.016
H -0.144 2.462 1.940 0.017 0.044 0.004
H -1.268 3.634 1.280 -0.008 0.002 -0.009
H 1.778 3.662 1.030 -0.005 0.002 0.058
H 0.830 4.640 2.140 0.017 -0.008 -0.012
H 0.873 4.894 -0.912 -0.031 0.007 -0.020
H 1.448 6.063 0.262 0.010 0.010 0.000
H -0.285 5.753 0.118 -0.001 0.027 -0.024

=====

8.
15
Properties=species:S:1:pos:R:3:forces:R:3 method="wB97M-V/def2-TZVPD" homo_lumo_gap_ev=8.79
C 1.729 0.265 0.039 0.532 -0.022 0.081
C 0.867 0.511 -1.186 -0.650 -0.008 0.170
C 0.652 -0.291 0.965 -0.479 0.066 -0.351
N -2.135 -0.695 -0.336 2.405 -0.911 -0.248
N -3.265 -0.116 -0.039 -1.138 1.406 0.366
O -1.045 1.750 0.440 -0.031 0.936 0.204
S -0.677 0.453 -0.093 -0.234 -1.150 -0.001
H 2.562 -0.419 -0.131 -0.027 0.082 0.016
H 2.118 1.205 0.425 0.034 -0.021 -0.001
H 1.020 1.428 -1.741 -0.153 0.132 -0.072
H 0.794 -0.344 -1.851 -0.004 -0.101 -0.120
H 0.559 -1.371 0.939 -0.067 -0.198 -0.028
H 0.653 0.074 1.986 -0.219 0.036 0.067
H -3.721 0.458 -0.749 0.059 -0.154 0.195
H -3.403 0.239 0.909 -0.027 -0.094 -0.278

=====

no.,total energy (eV)
1,-8774.220
2,-28206.517
3,-9846.149
4,-9852.916
5,-9908.862
6,-19552.161
7,-106046.904
8,-19099.189